Density functional theory data (the ωB97M-V functional and the def2-TZVPD basis) for a 4-piece molecular cluster, C16H40O8 overall.

Last column: natural (NBO) charge in e.
Geometry (Å):
1 H 0.68 3.63 3.51  0.16
2 H -3.80 -5.60 -4.53  0.19
3 C 9.46 -4.08 3.20  -0.26
4 H -0.49 0.02 -0.97  0.18
5 H -0.87 2.68 -0.70  0.17
6 H -0.80 4.12 1.56  0.18
7 H -5.04 -5.90 -0.83  0.18
8 H 1.18 2.14 2.85  0.19
9 O -3.72 -6.84 -2.82  -0.54
10 C -0.17 2.58 0.12  -0.10
11 H -3.73 8.62 0.57  0.20
12 H 7.79 -5.58 3.93  0.18
13 C -3.29 -6.45 -4.07  -0.25
14 H -4.95 9.52 -2.73  0.17
15 H 2.36 3.50 3.04  0.19
16 H -3.48 -5.05 -1.25  0.17
17 H 9.19 -3.03 3.25  0.17
18 H 7.91 -5.46 5.68  0.20
19 H -4.30 -4.71 0.26  0.18
20 O 6.58 -3.27 3.39  -0.55
21 C 8.03 -4.90 4.75  -0.10
22 H -2.26 -6.11 -4.11  0.16
23 O 9.42 -4.64 4.46  -0.52
24 C 5.78 -2.05 3.48  -0.25
25 O 1.30 3.97 1.54  -0.55
26 H -5.07 7.05 -6.64  0.19
27 C -2.98 -7.67 -0.67  -0.08
28 C 1.34 3.22 2.75  -0.27
29 H -4.58 6.52 -3.09  0.17
30 H -1.71 -7.06 -2.09  0.18
31 H 0.92 0.17 0.08  0.17
32 H 5.39 -1.80 2.49  0.20
33 H -3.27 -7.34 -4.72  0.16
34 H -2.62 9.20 -0.66  0.16
35 H 6.31 -1.27 4.04  0.18
36 H -0.27 -0.87 0.55  0.20
37 H -6.09 7.31 -3.00  0.17
38 O -3.14 -6.41 0.05  -0.55
39 H -6.40 6.45 -5.70  0.17
40 H 0.80 2.61 -0.38  0.18
41 H 10.49 -4.08 2.85  0.18
42 O -4.97 7.69 -4.77  -0.53
43 H -3.94 -8.17 -0.56  0.17
44 C -2.68 -7.55 -2.16  -0.11
45 C -4.44 8.56 -2.66  -0.07
46 H 8.83 -4.52 2.43  0.17
47 C 7.06 -3.71 4.70  -0.11
48 O -0.48 1.32 0.86  -0.56
49 H -0.05 4.66 0.01  0.20
50 H -2.23 -8.37 -0.29  0.20
51 C -5.33 6.66 -5.65  -0.24
52 C -3.68 9.13 -0.39  -0.25
53 H -3.40 8.73 -2.95  0.17
54 H 4.88 -2.29 4.04  0.17
55 H -4.15 10.11 -0.36  0.17
56 H 7.42 -2.85 5.27  0.18
57 H -4.75 5.76 -5.48  0.17
58 C -0.01 3.95 0.83  -0.09
59 C -0.17 0.10 0.07  -0.27
60 C -4.09 -5.50 -0.46  -0.24
61 H 6.22 -3.96 5.35  0.18
62 O -4.31 8.19 -1.25  -0.56
63 C -5.08 7.44 -3.40  -0.08
64 H -2.56 -8.54 -2.60  0.18

Properties
HOMO ... -9.415 eV
Structure (SMILES) ... COCCOC.COCCOC.COCCOC.COCCOC
Kohn-Sham gap ... 10.0 eV

***

Density functional theory data (the ωB97M-V functional and the def2-TZVPD basis) for a 2-piece molecular cluster, C5H9NO overall.

Last column: natural (NBO) charge in e.
Geometry (Å):
1 C -1.00 0.01 -0.23  -0.09
2 H -2.28 -0.02 1.49  0.21
3 C -1.22 -0.14 1.25  -0.62
4 C 0.28 0.45 -0.84  -0.09
5 H 0.49 0.02 -1.83  0.19
6 H -1.31 1.47 -1.66  0.35
7 H 1.25 1.29 0.89  0.22
8 O 1.08 -2.78 0.36  -0.51
9 H -0.90 -1.13 1.59  0.21
10 H -1.58 -0.68 -0.85  0.19
11 H 2.10 -0.10 0.19  0.21
12 H -0.67 0.62 1.81  0.22
13 C 1.52 0.80 -0.05  -0.62
14 N -0.85 1.37 -0.76  -0.60
15 C 0.93 -2.65 -0.76  0.51
16 H 2.16 1.48 -0.61  0.22

Properties
HOMO ... -9.519 eV
Kohn-Sham gap ... 10.6 eV

***

Density functional theory data (the ωB97M-V functional and the def2-TZVPD basis) for one molecule with the formula C6H9NO.

Last column: natural (NBO) charge in e.
Geometry (Å):
1 C -0.14 2.24 -0.90  -0.64
2 H 1.37 1.10 1.53  0.19
3 C -0.34 -0.42 -0.49  0.20
4 H -0.58 -2.62 1.30  0.21
5 C 0.25 -0.76 0.67  -0.17
6 C 0.20 -1.92 1.61  -0.63
7 N -1.37 -0.89 -1.25  -0.80
8 C 1.12 0.47 0.69  0.10
9 H -1.39 -0.58 -2.21  0.39
10 H -1.66 -1.84 -1.09  0.39
11 H 0.63 2.99 -0.73  0.23
12 H 1.15 -2.44 1.63  0.21
13 H -0.98 2.41 -0.22  0.22
14 H -0.51 2.39 -1.92  0.20
15 O 1.84 0.59 -0.46  -0.47
16 H -0.03 -1.59 2.62  0.21
17 C 0.43 0.87 -0.78  0.15

Properties
HOMO ... -7.101 eV
Structure (SMILES) ... CC1=C(N)[C@@]2(C)O[C@H]12
Kohn-Sham gap ... 8.0 eV

***

Among the records above, which one has the lowest Kohn-Sham gap? C6H9NO